Formula: C25H28CeN4O2S7Sb
Source: OMol25
Level of theory: ωB97M-V with the def2-TZVPD basis set

Its charge is -1. Its HOMO energy (spin up / spin down) is -3.93 / -3.93 eV. The calculation puts the molar mass at 902.87 g/mol. Its LUMO energy (spin up / spin down) is 0.73 / 0.73 eV. Its HOMO-LUMO gap (spin up / spin down) is 4.67 / 4.67 eV. The total energy comes out at -4841.84903 Eh.

Positions of all 68 atoms, in Å:
1 Ce 0.5511 -0.6733 -0.2273
2 C -3.5347 1.5065 -6.3925
3 C -2.9476 0.9572 -5.1172
4 C -3.5566 -0.0342 -4.4005
5 C -3.0262 -0.5226 -3.1857
6 C -3.6590 -1.6435 -2.5606
7 N -3.7353 -1.8828 -1.2883
8 C -3.6641 -0.9336 -0.1737
9 C -4.2701 0.4363 -0.4439
10 C -4.3604 1.1776 0.8842
11 N -3.0298 1.3274 1.4541
12 C -2.7039 1.0726 2.6779
13 C -1.3457 1.0750 3.1121
14 C -1.0847 0.9234 4.4748
15 C 0.2080 0.8901 4.9681
16 C 0.4609 0.6753 6.4355
17 C 1.2401 1.0057 4.0453
18 C 1.0373 1.1005 2.6699
19 C 2.1985 1.2948 1.7941
20 N 2.2035 1.1203 0.5363
21 C 3.4325 1.4335 -0.1868
22 C 3.1109 2.1383 -1.4990
23 C 2.5230 1.2219 -2.5690
24 N 1.1010 0.8896 -2.3715
25 C 0.3206 1.2784 -3.2921
26 C -1.0990 0.9152 -3.5027
27 C -1.6970 1.3990 -4.6395
28 C -1.7795 -0.0423 -2.6832
29 O -1.2462 -0.5101 -1.6327
30 C -0.2812 1.1103 2.1628
31 O -0.5223 1.1880 0.8836
32 H -4.6160 1.3731 -6.4156
33 H -3.1192 1.0036 -7.2685
34 H -3.3241 2.5715 -6.4952
35 H -4.4961 -0.4486 -4.7564
36 H -4.0996 -2.4057 -3.2034
37 H -3.7407 -2.8513 -0.9829
38 H -2.6380 -0.8493 0.1795
39 H -4.2316 -1.4025 0.6391
40 H -5.2814 0.3226 -0.8428
41 H -3.6898 1.0237 -1.1596
42 H -4.9726 0.6144 1.5907
43 H -4.7935 2.1663 0.7323
44 H -2.2050 1.3929 0.8307
45 H -3.5003 0.8548 3.3856
46 H -1.9222 0.9283 5.1633
47 H -0.1710 1.3226 7.0459
48 H 1.5034 0.8658 6.6908
49 H 0.2142 -0.3576 6.6933
50 H 2.2671 0.9959 4.4015
51 H 3.1141 1.6377 2.2869
52 H 3.9703 0.5005 -0.3881
53 H 4.0881 2.0598 0.4274
54 H 4.0376 2.5508 -1.9029
55 H 2.4267 2.9704 -1.3039
56 H 3.0643 0.2729 -2.5591
57 H 2.6624 1.6771 -3.5562
58 H 0.7311 1.8907 -4.1048
59 H -1.1500 2.1384 -5.2195
60 S -1.7762 -1.7715 5.4921
61 Sb -2.7146 -2.7851 3.6602
62 S -0.9301 -1.8960 1.7690
63 S -1.1507 -3.1663 0.2748
64 S -4.5422 -1.4389 3.0862
65 S 5.1049 -2.2769 -0.2461
66 C 3.4351 -2.1750 -0.2046
67 S 2.4864 -2.1798 -1.6803
68 S 2.5701 -2.0272 1.2948